1.
{"formula": "C8H49F6N3O23S2", "method": "ωB97M-V with the def2-TZVPD basis set", "species": ["C", "C", "N", "C", "C", "N", "C", "C", "H", "H", "H", "H", "H", "H", "H", "H", "H", "H", "H", "C", "F", "F", "F", "S", "O", "O", "N", "S", "O", "O", "C", "F", "F", "F", "O", "H", "H", "O", "H", "H", "O", "H", "H", "O", "H", "H", "O", "H", "H", "O", "H", "H", "O", "H", "H", "O", "H", "H", "O", "H", "H", "O", "H", "H", "O", "H", "H", "O", "H", "H", "O", "H", "H", "O", "H", "H", "O", "H", "H", "O", "H", "H", "O", "H", "H", "O", "H", "H", "O", "H", "H"], "coordinates": [[-1.35238, 2.58183, -0.26165], [-0.58870, 1.85164, 0.83978], [-0.36805, 0.43024, 0.54722], [0.80832, -0.24369, 0.70774], [0.58095, -1.62966, 0.43813], [-0.74774, -1.70156, -0.00751], [-1.32587, -0.47696, 0.03733], [-1.43470, -2.89616, -0.52729], [-1.73146, 3.52773, 0.12521], [-2.29598, 2.12526, -0.56042], [-0.78698, 2.82448, -1.16139], [-1.08060, 1.93564, 1.80884], [0.38731, 2.33253, 0.90501], [1.65493, 0.34013, 1.03759], [1.15060, -2.54695, 0.45999], [-2.37930, -0.36927, -0.17503], [-0.69455, -3.69118, -0.61799], [-1.65370, -2.60203, -1.55375], [-2.29066, -3.15067, 0.09774], [6.44644, 2.94527, -1.29829], [7.78228, 3.03819, -1.28911], [5.98502, 2.95902, -0.03290], [5.90479, 3.94968, -1.97101], [6.06634, 1.31053, -2.27473], [4.78210, 1.55297, -2.90688], [7.15726, 1.13518, -3.17254], [6.24442, 0.05929, -1.05470], [4.75583, -0.32464, -0.90635], [4.00088, 0.56450, -0.08781], [3.96433, -0.74912, -2.06193], [4.94156, -1.95960, 0.09936], [5.66683, -2.82892, -0.65185], [5.51783, -1.57952, 1.28944], [3.76788, -2.49633, 0.42759], [2.33745, 3.36155, -1.77368], [3.04634, 3.85977, -2.18047], [1.97660, 3.95310, -1.11330], [-0.15163, 4.79922, 2.13721], [0.11245, 4.72922, 1.21983], [0.54224, 4.35171, 2.62149], [-2.67083, -0.75896, -3.75682], [-2.61302, 0.19284, -3.84034], [-1.84262, -1.08177, -4.11191], [0.16453, 0.36159, 3.99863], [0.12324, 0.09540, 4.91715], [0.15081, -0.46108, 3.50950], [3.60346, 1.50098, 3.01012], [3.43157, 0.57409, 3.17610], [4.55668, 1.56065, 2.94646], [-4.13821, -4.74380, -1.99411], [-4.18580, -4.93250, -1.05691], [-4.24602, -3.79455, -2.05357], [0.25061, -5.70557, 1.04226], [0.34033, -6.64589, 0.88735], [-0.31842, -5.64194, 1.80933], [-2.43811, 2.18254, 5.02717], [-3.04783, 1.44482, 5.04305], [-1.62473, 1.81424, 4.68219], [-4.28620, 0.11606, 1.06279], [-4.98846, 0.03676, 1.70837], [-4.73850, 0.27750, 0.23478], [-4.02398, 4.89923, -0.30553], [-3.69938, 5.55905, 0.30725], [-4.35421, 4.19520, 0.25260], [0.43825, 1.59310, -3.12923], [1.00638, 1.31020, -3.84577], [1.03840, 1.78595, -2.40892], [-4.28067, -2.14947, -1.94455], [-3.76472, -1.64591, -2.57419], [-5.16610, -1.79391, -2.02091], [1.29771, 2.75279, 3.47178], [0.88718, 2.01588, 3.92418], [2.16673, 2.43221, 3.23041], [-1.67494, -4.29103, -4.03167], [-2.04130, -3.82933, -4.78589], [-2.43463, -4.50977, -3.49199], [-1.43224, -2.92977, 2.95032], [-2.38055, -2.86789, 2.83588], [-1.28718, -3.81843, 3.27509], [1.07541, -5.83258, -1.72148], [2.00692, -5.79475, -1.50452], [0.62889, -5.64472, -0.89592], [-4.22776, -5.27270, 0.67304], [-5.11947, -5.00588, 0.44972], [-3.97957, -4.69808, 1.39723], [-2.84036, 4.05409, 2.52641], [-1.88818, 4.15119, 2.51453], [-3.17210, 4.90700, 2.24582], [-0.09598, 4.50802, -3.79389], [-1.01144, 4.61396, -3.53518], [0.14767, 3.64263, -3.46529]], "lowdin_charge": [-0.053, -0.156, -0.020, 0.012, 0.045, -0.092, 0.029, 0.030, 0.051, 0.072, 0.064, 0.118, 0.112, 0.118, 0.121, 0.124, 0.087, 0.088, 0.085, -0.630, 0.122, 0.118, 0.137, 0.667, -0.318, -0.288, -0.266, 0.481, -0.335, -0.336, -0.596, 0.112, 0.071, 0.112, -0.029, 0.048, 0.037, -0.037, 0.039, 0.012, -0.029, 0.058, 0.058, -0.029, 0.070, 0.041, -0.027, 0.054, 0.069, -0.064, -0.036, -0.044, -0.042, 0.056, 0.034, -0.040, 0.029, -0.009, -0.045, 0.041, 0.033, -0.047, 0.024, 0.024, -0.058, 0.058, 0.003, -0.043, 0.001, 0.070, -0.060, -0.010, -0.015, -0.045, 0.027, -0.006, -0.029, 0.032, 0.034, -0.044, 0.036, -0.035, -0.028, 0.058, 0.039, -0.057, -0.019, 0.018, -0.058, 0.023, -0.031], "gap_ev": 7.3, "lumo_energy_ha": -0.0502, "multiplicity": 1}

2.
{"formula": "C5H14NSi", "method": "ωB97M-V with the def2-TZVPD basis set", "species": ["C", "C", "C", "C", "C", "N", "Si", "H", "H", "H", "H", "H", "H", "H", "H", "H", "H", "H", "H", "H", "H"], "coordinates": [[1.98740, -0.32493, 0.53046], [0.10085, -0.50170, 0.84193], [-1.15112, 1.08644, -2.04488], [0.08050, -2.12013, 0.76946], [-2.28972, 1.61327, 0.78869], [2.85134, -0.43749, -0.62301], [-1.02514, 0.61574, -0.21428], [2.17020, 0.78163, 0.81448], [2.27580, -1.15438, 1.16651], [-0.06426, -0.06784, 1.85058], [-0.71850, 2.05110, -2.30513], [-0.72125, 0.32139, -2.65180], [-2.15080, 1.40336, -2.30947], [-0.84287, -2.61409, 1.17682], [0.37354, -2.52269, -0.17940], [0.74276, -2.47450, 1.49671], [-1.59384, 2.31115, 1.36458], [-3.07452, 2.25021, 0.29192], [-2.85415, 0.95764, 1.45653], [3.31806, -1.30649, -0.82111], [2.58571, 0.13235, -1.39963]], "lowdin_charge": [-0.170, -0.302, -0.166, -0.121, -0.191, 0.019, 1.006, 0.121, 0.086, 0.080, 0.052, 0.023, 0.044, 0.091, 0.068, 0.039, 0.068, 0.062, 0.037, 0.085, 0.070], "charge": 1, "gap_ev": 7.5, "lumo_energy_ha": -0.1887, "multiplicity": 1}

3.
{"formula": "C16H48Mn2NO11", "method": "ωB97M-V with the def2-TZVPD basis set", "species": ["Mn", "Mn", "N", "O", "O", "O", "C", "C", "O", "H", "H", "H", "H", "H", "H", "C", "C", "O", "H", "H", "H", "H", "H", "H", "C", "C", "O", "H", "H", "H", "H", "H", "H", "C", "C", "O", "H", "H", "H", "H", "H", "H", "C", "C", "O", "H", "H", "H", "H", "H", "H", "C", "C", "O", "H", "H", "H", "H", "H", "H", "C", "C", "O", "H", "H", "H", "H", "H", "H", "C", "C", "O", "H", "H", "H", "H", "H", "H"], "coordinates": [[0.91579, 1.90398, -3.33101], [-1.94888, -0.72824, 1.44685], [-0.60577, 0.42893, -0.60911], [-0.15349, 0.36576, 0.56262], [-1.72797, -0.05677, -0.84013], [0.03831, 0.99662, -1.51127], [0.05991, -4.60583, 1.51608], [-1.23534, -3.90876, 1.24254], [-1.03313, -2.53193, 0.79943], [0.60166, -4.79924, 0.58835], [-0.15710, -5.57229, 1.97316], [0.70659, -4.04605, 2.19163], [-1.89113, -3.88190, 2.11086], [-1.77811, -4.45067, 0.46322], [-0.46202, -2.57280, 0.00440], [-3.25548, 1.03128, -4.04011], [-2.37736, 2.15494, -3.59437], [-1.02914, 2.05261, -4.18842], [-3.46716, 1.08010, -5.10879], [-4.19561, 1.04205, -3.49059], [-2.78280, 0.06958, -3.82954], [-2.25762, 2.13966, -2.51051], [-2.79315, 3.13694, -3.82678], [-1.13475, 2.25066, -5.12967], [-1.40987, -2.41604, 5.07335], [-1.72806, -1.06257, 4.49679], [-0.99673, -0.83444, 3.25362], [-0.34398, -2.52374, 5.27898], [-1.70573, -3.20435, 4.37520], [-1.95728, -2.62217, 5.99185], [-1.51956, -0.24275, 5.18464], [-2.79773, -1.00101, 4.26223], [-0.03773, -0.73067, 3.48091], [4.38965, -0.06919, -2.30771], [3.38264, 0.87876, -1.67822], [2.89760, 1.85456, -2.66715], [4.83987, -0.72920, -1.56926], [5.20558, 0.48641, -2.77941], [3.91504, -0.68752, -3.07142], [3.80142, 1.41134, -0.82531], [2.51155, 0.32349, -1.33417], [3.67706, 2.28737, -3.04513], [3.30936, -1.77508, 2.40963], [2.67116, -0.42988, 2.71118], [1.60666, -0.52651, 3.66457], [3.52910, -2.33625, 3.32238], [4.27022, -1.65393, 1.90699], [2.66411, -2.39878, 1.78869], [2.23359, -0.03891, 1.79136], [3.42074, 0.27650, 3.07230], [2.00500, -0.76639, 4.50991], [-1.53040, 3.22025, 2.48683], [-2.48963, 2.55950, 1.53013], [-2.83160, 1.20752, 1.96612], [-0.58153, 2.67762, 2.50233], [-1.90800, 3.26476, 3.50676], [-1.32105, 4.23671, 2.14900], [-2.04757, 2.45960, 0.53848], [-3.41984, 3.11467, 1.40895], [-3.51454, 1.27962, 2.64411], [2.31421, 5.26139, -1.74764], [1.30021, 4.29201, -1.19228], [0.43697, 3.74636, -2.26101], [1.85570, 6.15131, -2.18181], [2.91914, 4.79745, -2.52949], [2.96934, 5.60856, -0.94785], [0.67086, 4.78487, -0.45536], [1.81630, 3.43818, -0.76316], [-0.30510, 4.35469, -2.34780], [-2.00882, -3.14106, -2.74609], [-0.69396, -3.77506, -2.34063], [0.16863, -2.84134, -1.64932], [-2.55498, -3.71459, -3.48867], [-1.79815, -2.16014, -3.20980], [-2.63362, -2.87988, -1.88945], [-0.17579, -4.15882, -3.22089], [-0.85365, -4.62108, -1.67498], [0.34692, -2.13078, -2.27216]], "lowdin_charge": [1.205, 1.117, -0.498, -0.004, 0.010, -0.063, -0.050, -0.239, -0.178, 0.085, 0.103, 0.077, 0.109, 0.119, 0.058, -0.050, -0.232, -0.155, 0.098, 0.103, 0.070, 0.097, 0.135, 0.130, -0.048, -0.238, -0.194, 0.088, 0.072, 0.100, 0.132, 0.116, 0.066, -0.044, -0.227, -0.159, 0.097, 0.096, 0.088, 0.132, 0.097, 0.132, -0.064, -0.270, -0.089, 0.089, 0.082, 0.063, 0.092, 0.124, 0.119, -0.051, -0.234, -0.139, 0.078, 0.093, 0.090, 0.096, 0.133, 0.124, -0.054, -0.226, -0.156, 0.095, 0.073, 0.102, 0.128, 0.103, 0.120, -0.063, -0.254, -0.103, 0.093, 0.062, 0.073, 0.126, 0.112, 0.082], "charge": 3, "gap_ev": [9.1, 8.5], "lumo_energy_ha": [-0.3228, -0.3463], "multiplicity": 11}